# 1
C20H20N2Pd | wB97M-V/def2-TZVPD

Last column: natural (NBO) charge in e.
Geometry (Å):
C  0.881  -1.141  -1.810  -0.32
C  -0.514  -1.127  -2.091  -0.33
C  -1.197  -1.784  -1.014  -0.41
C  -0.204  -2.230  -0.069  -0.39
C  1.084  -1.790  -0.548  -0.38
Pd  -0.238  -0.056  0.031  0.82
C  -1.531  1.655  -0.932  -0.78
C  -0.102  1.744  -0.982  0.06
C  0.637  2.355  -2.005  -0.60
N  1.122  1.288  -0.366  -0.92
H  -2.274  -1.891  -0.900  0.21
H  -0.994  -0.665  -2.953  0.21
H  -0.394  -2.765  0.859  0.21
H  2.027  -1.890  -0.011  0.21
H  1.660  -0.690  -2.416  0.22
H  -2.113  1.129  -1.715  0.20
H  1.737  1.597  0.488  0.34
H  -2.088  2.309  -0.247  0.19
H  0.181  3.023  -2.734  0.12
H  1.705  2.050  -2.120  0.18
C  2.195  0.582  4.980  -0.33
C  2.170  -0.378  3.958  -0.21
C  1.262  -0.258  2.896  -0.29
C  0.331  0.819  2.854  0.31
C  0.446  1.823  3.855  -0.32
C  1.335  1.683  4.914  -0.22
N  -0.613  0.807  1.868  -0.74
C  -1.968  0.957  2.155  0.31
C  -2.825  -0.065  1.699  -0.26
C  -4.194  -0.011  1.983  -0.21
C  -4.707  1.067  2.719  -0.31
C  -3.858  2.106  3.125  -0.22
C  -2.509  2.089  2.785  -0.31
H  2.860  0.476  5.820  0.18
H  2.847  -1.247  3.986  0.18
H  1.212  -1.037  2.106  0.23
H  -0.209  2.684  3.771  0.19
H  1.333  2.457  5.680  0.18
H  -2.427  -0.948  1.164  0.23
H  -4.851  -0.838  1.667  0.19
H  -5.745  1.089  3.014  0.18
H  -4.209  2.949  3.718  0.18
H  -1.829  2.898  3.046  0.20

Atomic forces in eV per Å
C 0.07 -1.21 -0.28
C 0.26 -0.78 0.00
C 0.28 -1.07 -0.29
C -0.01 -0.72 -0.54
C -0.19 -0.88 -0.62
Pd -2.36 -2.52 1.47
C -1.20 -0.21 1.31
C 5.60 5.73 -4.42
C -1.43 0.25 -1.85
N 2.92 -0.27 4.96
H 0.27 -0.07 -0.15
H 0.22 -0.01 0.34
H 0.03 0.08 -0.23
H -0.25 -0.05 -0.27
H -0.29 0.11 0.24
H 0.68 0.74 0.31
H -2.57 0.13 -1.56
H 0.14 -0.66 -0.03
H -0.33 0.11 -0.55
H -1.08 0.71 -0.34
C -0.18 0.11 -0.09
C -0.40 0.14 -0.52
C 0.57 -0.33 0.41
C -0.15 0.01 -0.11
C -0.01 -0.41 0.00
C -0.14 -0.19 -0.40
N -0.75 -0.12 1.62
C 1.24 0.19 -0.49
C -1.21 -0.54 0.24
C 0.48 0.11 0.10
C 0.23 0.25 0.23
C 0.09 -0.17 -0.26
C -0.21 -0.52 0.35
H 0.25 -0.05 0.19
H -0.33 0.47 0.05
H -0.01 0.77 0.62
H 0.35 -0.13 0.26
H 0.19 -0.14 0.03
H -0.09 0.90 0.45
H 0.31 0.47 0.14
H -0.23 0.00 -0.05
H -0.29 -0.13 -0.16
H -0.51 -0.12 -0.10

Its spin multiplicity is 3. Its net charge is -2. Its LUMO energy (spin up / spin down) is 5.412 / 5.409 eV.

# 2
C3H6ClOP | wB97M-V/def2-TZVPD

Last column: natural (NBO) charge in e.
Geometry (Å):
C  -1.078  1.013  -1.455  -0.31
C  -0.880  0.888  -0.175  -0.54
P  -0.333  -0.779  0.466  1.69
C  1.430  -0.592  0.705  -1.05
O  -0.756  -1.951  -0.670  -1.02
Cl  -1.150  -1.047  2.268  -0.24
H  -1.032  2.009  -1.837  0.20
H  -1.064  0.164  -2.077  0.24
H  -0.870  1.697  0.540  0.22
H  1.988  -0.248  -0.290  0.28
H  1.761  0.278  1.381  0.26
H  1.983  -1.433  1.144  0.27

Atomic forces in eV per Å
C 0.59 0.82 -0.20
C 0.67 -1.75 2.46
P -2.20 -3.50 -6.31
C 2.98 2.20 -0.44
O 1.92 4.72 4.95
Cl -0.01 0.00 0.32
H -0.67 0.43 -0.61
H -0.07 -0.83 -0.82
H 0.12 0.27 -0.04
H -1.60 -1.17 1.75
H -1.15 -1.03 -0.66
H -0.58 -0.17 -0.41

As for the energy relative to the best compared isomer or geometry (same formula, charge and spin): 67.82 kJ/mol. The SMILES is C=C[P@](C)(=O)Cl. Its LUMO energy is 0.600 eV.